Here is 3 unconnected molecules or ions with the total composition C4H14O4 from OMol25. Energies are from ωB97M-V/def2-TZVPD.

## Properties
SMILES string = OCCCCO.O.O
2S+1 = 1
energy = -461.68814 Eh
relative energy (zero: lowest compared OMol25 entry of this formula, charge and spin) = 42.8 kcal/mol
molar mass = 126.2 g/mol
HOMO energy = -10.017 eV

Last columns: bonded neighbours and bond lengths (Å).
CARTESIAN COORDINATES (ANGSTROEM)
1 O -2.44 0.24 -1.93  C2 1.413, H7 0.990
2 C -1.80 1.35 -1.32  O1 1.413, C3 1.578, H8 1.081, H9 1.156
3 C -0.40 0.78 -0.87  C2 1.578, C4 1.512, H10 1.134, H11 1.052
4 C -0.38 -0.72 -0.65  C3 1.512, C5 1.588, H12 1.139, H13 1.090
5 C -1.28 -1.10 0.60  C4 1.588, O6 1.516, H14 1.128, H15 1.073
6 O -0.44 -0.77 1.82  C5 1.516, H16 0.938
7 H -2.64 -0.49 -1.29  O1 0.990
8 H -1.71 1.99 -2.19  C2 1.081
9 H -2.49 1.93 -0.59  C2 1.156
10 H 0.03 1.34 0.01  C3 1.134
11 H 0.17 1.13 -1.68  C3 1.052
12 H 0.62 -1.25 -0.50  C4 1.139
13 H -0.77 -1.35 -1.43  C4 1.090
14 H -1.46 -2.21 0.72  C5 1.128
15 H -2.18 -0.60 0.91  C5 1.073
16 H -1.02 -0.24 2.34  O6 0.938
17 O 2.50 -1.12 1.57  H18 0.903, H19 0.934
18 H 2.02 -1.51 2.23  O17 0.903
19 H 2.09 -0.31 1.36  O17 0.934
20 O 3.26 1.31 0.13  H21 0.984, H22 0.956
21 H 3.63 0.39 0.17  O20 0.984
22 H 3.83 1.92 0.59  O20 0.956

Here is 2 unconnected molecules or ions with the total composition H3INOP from OMol25. Energies are from ωB97M-V/def2-TZVPD.

## Properties
SMILES string = O=PI.N
2S+1 = 1
energy = -770.85365 Eh
relative energy (zero: lowest compared OMol25 entry of this formula, charge and spin) = 24.8 kcal/mol
molar mass = 190.9 g/mol
HOMO energy = -10.049 eV

Last columns: bonded neighbours and bond lengths (Å).
CARTESIAN COORDINATES (ANGSTROEM)
1 O 0.01 -2.35 0.44  P2 1.434
2 P 0.90 -2.40 1.56  O1 1.434, I3 2.483
3 I 2.41 -0.45 1.32  P2 2.483
4 N -1.01 1.17 -0.66  H5 0.968, H6 0.956, H7 0.954
5 H -1.35 1.96 -1.11  N4 0.968
6 H -0.73 0.53 -1.31  N4 0.956
7 H -0.23 1.54 -0.24  N4 0.954

| no. | orbital gap (eV) |
| --- | --- |
| 1 | 10.67 |
| 2 | 8.71 |